Record 1
The following is a DFT calculation (ωB97M-V with the def2-TZVPD basis set) of a 2-piece molecular cluster, C2H8BrNP overall at a distorted geometry.

Properties
HOMO-LUMO gap: 0.3112 Eh
energy above the lowest of the compared OMol25 structures with the same formula, charge and spin: 42.4 kJ/mol
energy: -83017.301 eV
lowest unoccupied orbital energy: -4.7 eV
total charge: +1
HOMO level: -13.18 eV

Each line ends with the Löwdin charge.
CARTESIAN COORDINATES (ANGSTROEM)
1 C 1.61210 -1.05690 0.07869  -0.065
2 C 0.82510 0.02544 0.84578  -0.021
3 N 1.59055 -1.12269 -1.16804  0.211
4 P -2.55124 1.51647 0.66144  0.395
5 Br -2.22617 0.31648 -1.17736  0.137
6 H 0.12276 0.43807 0.22575  -0.067
7 H 2.28741 -1.67832 0.60214  0.139
8 H 0.35314 -0.36703 1.79983  0.132
9 H 1.61944 0.72054 1.05649  0.103
10 H 0.85686 -0.71575 -1.76334  0.144
11 H -2.72684 2.54830 -0.08616  -0.247
12 H 2.26113 -1.88790 -1.63154  0.231
13 H -4.02424 1.26330 0.55633  -0.093

Forces on the atoms, in the same order (eV/Å):
C -1.715 2.440 2.562
C 1.692 -3.272 1.304
N 1.609 -3.311 -3.482
P -1.634 -2.823 1.703
Br 0.421 -0.679 -0.612
H -1.735 1.129 -1.439
H 0.764 -0.603 0.499
H 0.783 0.451 -1.156
H 0.235 0.614 0.506
H 0.482 0.223 0.345
H -0.272 3.295 -1.742
H -2.080 2.333 0.941
H 1.450 0.202 0.571

Record 2
The following is a DFT calculation (ωB97M-V with the def2-TZVPD basis set) of C2H8Cl2N2Si as an isolated structure at a distorted geometry.

Properties
HOMO-LUMO gap: 0.3054 Eh
energy above the lowest of the compared OMol25 structures with the same formula, charge and spin: 164.6 kJ/mol
energy: -38106.374 eV
lowest unoccupied orbital energy: 0.4 eV
total charge: 0
HOMO level: -7.91 eV

Each line ends with the Löwdin charge.
CARTESIAN COORDINATES (ANGSTROEM)
1 C 0.18038 -1.76448 1.03324  -0.231
2 C 2.41213 1.16742 -0.81121  -0.279
3 N -1.57247 -1.37436 -0.42037  -0.093
4 N -0.54871 -0.76124 0.21003  -0.281
5 Si 1.21936 -0.17609 -1.37460  -0.177
6 Cl 0.25345 0.79438 -2.89547  0.288
7 Cl 2.08053 -1.88010 -1.88380  0.367
8 H 0.56233 -2.61776 0.40325  0.042
9 H 0.97026 -1.09245 1.47592  0.071
10 H -0.32463 -2.23371 1.90846  0.072
11 H 3.46612 0.81290 -0.75861  0.030
12 H 2.34570 2.08253 -1.50934  0.051
13 H 2.32193 1.30637 0.25677  0.011
14 H -1.50155 -2.30639 -0.57556  0.017
15 H -2.51232 -1.18682 0.02096  0.112

Forces on the atoms, in the same order (eV/Å):
C 1.262 1.100 0.034
C 1.150 -0.159 -0.580
N -3.450 3.256 -0.145
N 3.049 -0.199 -0.268
Si -2.592 1.549 2.227
Cl -0.303 -0.461 -0.225
Cl 0.538 -1.183 -0.472
H 0.053 0.738 0.639
H -0.035 -1.303 -0.354
H -0.491 0.610 -0.692
H -0.477 -0.031 -0.845
H -0.016 -1.356 1.586
H -0.821 0.909 0.271
H 0.629 -3.557 -0.509
H 1.504 0.088 -0.669

Record 3
The following is a DFT calculation (ωB97M-V with the def2-TZVPD basis set) of C2H8Cl2Si3 as an isolated structure at a distorted geometry.

Properties
HOMO-LUMO gap: 0.3195 Eh
energy above the lowest of the compared OMol25 structures with the same formula, charge and spin: 136.1 kJ/mol
energy: -50882.301 eV
lowest unoccupied orbital energy: 0.2 eV
total charge: 0
HOMO level: -8.54 eV

Each line ends with the Löwdin charge.
CARTESIAN COORDINATES (ANGSTROEM)
1 C 0.71474 -1.28353 0.43990  -0.577
2 C 0.30684 1.78338 -0.19343  -0.493
3 Si 1.25459 0.46555 0.85550  0.521
4 Si -0.66687 -1.60955 -0.80420  0.094
5 Si -1.46489 1.14444 -0.72605  0.216
6 Cl -2.18486 -2.87305 -0.40032  0.212
7 Cl -3.00788 1.25999 0.67453  0.183
8 H 1.74447 -1.75781 0.14863  0.052
9 H 0.32349 -1.71770 1.41146  0.033
10 H 0.53875 2.61168 0.46468  -0.002
11 H 0.77072 1.99373 -1.19527  0.030
12 H 0.93534 0.51116 2.23477  -0.052
13 H 2.66189 0.74150 0.76265  -0.051
14 H 0.06925 -2.60451 -1.54925  -0.088
15 H -1.99558 1.33473 -2.12360  -0.079

Forces on the atoms, in the same order (eV/Å):
C 1.404 -0.879 0.818
C -0.507 -0.950 -0.788
Si -1.392 -0.591 -1.403
Si 0.940 2.515 0.383
Si 1.305 -2.224 -0.019
Cl -1.160 -0.457 0.834
Cl 0.606 0.099 -0.465
H -2.102 0.131 0.484
H 0.832 0.297 -0.829
H -0.813 0.815 -0.146
H -0.087 -0.315 0.888
H -0.393 0.758 1.311
H 0.843 0.041 -0.278
H 0.274 0.141 -1.492
H 0.249 0.618 0.703

Record 4
The following is a DFT calculation (ωB97M-V with the def2-TZVPD basis set) of C2H8FNNiO2SSi as an isolated structure at a distorted geometry.

Properties
HOMO-LUMO gap (alpha / beta): 0.3567 / 0.2176 Eh
energy above the lowest of the compared OMol25 structures with the same formula, charge and spin: 0.0 kJ/mol
multiplicity: 3
energy: -70240.736 eV
lowest unoccupied orbital energy (alpha / beta): -8.9 / -11.8 eV
<S²>: 2.006
total charge: +2
HOMO level (alpha / beta): -18.62 / -17.76 eV

Each line ends with the Löwdin spin population.
CARTESIAN COORDINATES (ANGSTROEM)
1 C 0.40680 -1.39614 1.24554  0.012
2 C -0.98356 -1.40985 0.64472  0.135
3 N -1.04602 -1.12002 -0.74975  0.638
4 Si -0.11423 0.17302 -1.63692  0.050
5 S 0.03156 2.00615 -0.33850  0.015
6 O -0.53524 1.83224 0.94508  0.002
7 O -0.26737 3.06702 -1.21527  0.015
8 F 1.68945 2.21517 -0.05730  0.010
9 H 0.34447 -1.83204 2.24436  0.000
10 H 1.07904 -2.03265 0.66688  0.002
11 H 0.81396 -0.39281 1.37340  0.001
12 H -1.47145 -2.38904 0.79079  0.033
13 H -1.69555 -0.71213 1.14774  0.075
14 H -1.97565 -1.30163 -1.14310  0.011
15 H 1.23217 -0.25374 -2.01790  0.009
16 H -0.94279 0.59820 -2.76013  0.003
17 Ni 3.43442 2.94824 0.86037  0.989

Forces on the atoms, in the same order (eV/Å):
C -0.095 -0.051 0.221
C 0.445 -0.842 -0.139
N -0.551 1.252 0.548
Si 0.530 -0.374 -0.772
S -0.693 0.110 -0.099
O 0.205 -0.080 0.219
O 0.069 0.233 -0.122
F 0.303 -0.310 0.123
H 0.003 0.066 -0.047
H 0.004 0.103 -0.014
H 0.006 -0.009 -0.126
H -0.103 0.099 0.007
H 0.017 0.059 -0.060
H 0.119 -0.316 -0.167
H 0.043 -0.109 0.294
H -0.214 0.045 0.157
Ni -0.088 0.122 -0.023

Record 5
The following is a DFT calculation (ωB97M-V with the def2-TZVPD basis set) of C2H8FNOSi as an isolated structure at a distorted geometry.

Properties
HOMO-LUMO gap: 0.3058 Eh
energy above the lowest of the compared OMol25 structures with the same formula, charge and spin: 0.0 kJ/mol
energy: -16335.568 eV
lowest unoccupied orbital energy: 0.7 eV
total charge: 0
HOMO level: -7.67 eV

Each line ends with the Löwdin charge.
CARTESIAN COORDINATES (ANGSTROEM)
1 C 0.29189 -1.27016 0.94380  -0.181
2 C 1.35214 0.12745 -1.78142  -0.147
3 N -2.21716 0.87437 0.93180  -0.134
4 O -1.44371 1.18002 -0.19220  -0.405
5 F 1.51874 1.36369 0.99160  -0.185
6 Si 0.68796 0.26415 0.04165  0.751
7 H -0.44211 -1.13441 1.74807  0.042
8 H -0.06888 -2.07077 0.29387  0.048
9 H 1.17961 -1.63709 1.34895  0.006
10 H 1.31834 -0.92177 -1.95150  0.003
11 H 0.68085 0.63163 -2.49200  0.041
12 H 2.36868 0.52582 -1.70204  0.027
13 H -2.92290 0.27463 0.49327  0.075
14 H -2.30346 1.79245 1.32615  0.059

Forces on the atoms, in the same order (eV/Å):
C -1.217 0.054 -0.288
C -0.714 1.091 2.247
N 1.421 -1.280 -0.562
O 4.569 -1.290 -0.791
F -0.950 -1.593 -1.346
Si -2.977 2.984 -0.730
H 0.166 0.267 -0.247
H -0.129 0.292 -0.216
H 1.643 -0.683 0.996
H 0.309 -0.925 -0.416
H 0.474 0.059 0.368
H -0.147 -0.114 -0.640
H -0.721 1.248 1.208
H -1.727 -0.112 0.416

Record 6
The following is a DFT calculation (ωB97M-V with the def2-TZVPD basis set) of a 2-piece molecular cluster, C2H8N overall at a distorted geometry.

Properties
HOMO-LUMO gap (alpha / beta): 0.2960 / 0.4245 Eh
energy above the lowest of the compared OMol25 structures with the same formula, charge and spin: 0.0 kJ/mol
multiplicity: 3
energy: -3681.560 eV
lowest unoccupied orbital energy (alpha / beta): -4.4 / -5.8 eV
<S²>: 2.007
total charge: +1
HOMO level (alpha / beta): -12.44 / -17.31 eV

Each line ends with the Löwdin spin population.
CARTESIAN COORDINATES (ANGSTROEM)
1 C -2.38988 -0.00156 0.23150  0.809
2 C 0.76987 0.45537 -0.50094  0.791
3 N 1.90805 -0.28982 0.02800  0.115
4 H -1.78716 -0.84834 0.27248  0.069
5 H -2.23742 0.92338 -0.26778  0.059
6 H -3.05436 0.05476 0.97681  0.067
7 H 0.62128 1.45684 0.01105  0.029
8 H 0.00821 -0.00014 -1.22529  0.025
9 H 2.74962 -0.34960 -0.51072  0.020
10 H 1.40646 -1.28854 -0.06448  0.010
11 H 2.00533 -0.11237 1.04938  0.007

Forces on the atoms, in the same order (eV/Å):
C 0.881 0.748 -1.317
C -1.271 2.483 -0.327
N -4.038 -3.752 0.545
H 1.152 -1.101 -0.484
H 0.493 0.246 -0.718
H -2.646 0.090 2.576
H 0.028 -1.501 -1.006
H 1.687 0.573 1.262
H 1.000 0.376 -0.352
H 2.161 1.890 0.682
H 0.553 -0.052 -0.861

Record 7
The following is a DFT calculation (ωB97M-V with the def2-TZVPD basis set) of a 2-piece molecular cluster, C2H8N2 overall at a distorted geometry.

Properties
HOMO-LUMO gap (alpha / beta): 0.2343 / 0.1832 Eh
energy above the lowest of the compared OMol25 structures with the same formula, charge and spin: 482.4 kJ/mol
multiplicity: 2
energy: -5177.288 eV
lowest unoccupied orbital energy (alpha / beta): 4.8 / 3.8 eV
<S²>: 0.757
total charge: -1
HOMO level (alpha / beta): -1.53 / -1.18 eV

Each line ends with the Löwdin spin population.
CARTESIAN COORDINATES (ANGSTROEM)
1 N -1.91178 0.31826 0.78059  0.673
2 C -0.59568 0.08808 0.19522  0.115
3 C 0.69655 -0.09138 0.77137  0.045
4 N 1.97145 0.32961 0.20447  0.076
5 H -2.10692 1.28057 0.60198  0.031
6 H -0.51494 0.61065 -0.78701  0.011
7 H -0.45638 -0.80656 -2.50801  0.003
8 H -1.06034 -0.90865 0.14721  0.030
9 H 0.72825 0.10385 1.82710  0.010
10 H 1.05524 -1.02110 0.57112  0.000
11 H -0.01360 -1.19250 -2.19090  0.003
12 H 2.20814 1.28918 0.38687  0.002

Forces on the atoms, in the same order (eV/Å):
N 0.861 1.561 1.961
C -5.331 -0.542 -2.750
C 4.964 1.092 2.144
N 0.305 1.122 -1.332
H -0.872 1.228 -0.445
H 0.017 -0.293 0.635
H -2.288 1.871 -1.769
H 1.563 -1.149 -1.895
H -0.650 -0.045 1.080
H -0.725 -3.863 0.546
H 2.344 -2.001 1.547
H -0.188 1.019 0.279

Record 8
The following is a DFT calculation (ωB97M-V with the def2-TZVPD basis set) of an isolated ion of composition C2H8N2 and charge -1 at a distorted geometry.

Properties
HOMO-LUMO gap (alpha / beta): 0.1194 / 0.3462 Eh
energy above the lowest of the compared OMol25 structures with the same formula, charge and spin: 147.4 kJ/mol
multiplicity: 2
energy: -5180.760 eV
lowest unoccupied orbital energy (alpha / beta): 4.8 / 4.8 eV
<S²>: 0.750
total charge: -1
HOMO level (alpha / beta): 1.51 / -4.63 eV

Each line ends with the Löwdin spin population.
CARTESIAN COORDINATES (ANGSTROEM)
1 C -0.08376 -0.55937 1.52083  0.394
2 N -0.49458 0.17723 0.31877  0.040
3 C 0.38106 -0.24259 -0.78742  0.175
4 N 0.16655 0.98215 -1.73906  0.027
5 H 0.43468 0.15495 2.16980  0.050
6 H -0.96395 -0.86570 2.18634  0.087
7 H 0.47969 -1.42142 1.22666  0.053
8 H -1.46325 0.17491 -0.07429  0.069
9 H 0.12052 -1.14984 -1.30234  0.043
10 H 1.51920 -0.35200 -0.74829  0.033
11 H -0.79021 1.33434 -1.46765  0.012
12 H 0.69406 1.76735 -1.30335  0.016

Forces on the atoms, in the same order (eV/Å):
C -2.758 0.676 1.158
N 1.450 -1.146 -0.271
C 0.023 3.825 -1.929
N -0.322 0.017 0.499
H 0.527 -0.394 -0.037
H 0.869 0.126 -0.935
H 0.462 -0.563 0.358
H 0.950 -0.780 1.230
H -0.658 -0.478 -0.222
H -1.616 0.435 1.202
H 1.061 -0.754 -0.762
H 0.011 -0.965 -0.292

Record 9
The following is a DFT calculation (ωB97M-V with the def2-TZVPD basis set) of one molecule with the formula C2H8N2.

Properties
HOMO-LUMO gap: 0.3652 Eh
energy above the lowest of the compared OMol25 structures with the same formula, charge and spin: 29.8 kJ/mol
energy: -5183.429 eV
lowest unoccupied orbital energy: 1.2 eV
SMILES string: CNCN
total charge: 0
HOMO level: -8.74 eV

Each line ends with the Löwdin charge.
CARTESIAN COORDINATES (ANGSTROEM)
1 C 0.25858 0.27552 1.47816  -0.140
2 N 0.68189 -0.28530 0.19569  -0.144
3 C -0.38542 -0.56894 -0.73488  -0.340
4 N -0.66804 0.51972 -1.67565  -0.007
5 H 1.13757 0.47185 2.10522  0.076
6 H -0.38829 -0.41710 2.02638  0.072
7 H -0.19110 1.25777 1.33528  0.071
8 H 1.40023 -0.97988 0.30739  0.091
9 H -0.10397 -1.44046 -1.31297  0.108
10 H -1.30532 -0.72450 -0.15807  0.103
11 H 0.04385 0.51045 -2.39976  0.055
12 H -0.47999 1.38088 -1.16678  0.054

Forces on the atoms, in the same order (eV/Å):
C 0.836 -0.204 -0.163
N 0.331 0.728 0.468
C 0.079 0.329 0.174
N 0.345 0.072 0.134
H -0.097 -0.165 -0.161
H -0.300 0.261 0.077
H -0.379 -0.140 0.002
H -0.199 -0.238 -0.148
H -0.296 -0.323 -0.038
H -0.036 -0.363 -0.213
H -0.024 -0.024 -0.005
H -0.261 0.064 -0.126

Record 10
The following is a DFT calculation (ωB97M-V with the def2-TZVPD basis set) of one molecule with the formula C2H8N2 at a distorted geometry.

Properties
HOMO-LUMO gap: 0.3548 Eh
energy above the lowest of the compared OMol25 structures with the same formula, charge and spin: 56.5 kJ/mol
energy: -5183.152 eV
lowest unoccupied orbital energy: 1.2 eV
SMILES string: CNCN
total charge: 0
HOMO level: -8.49 eV

Each line ends with the Löwdin charge.
CARTESIAN COORDINATES (ANGSTROEM)
1 C -1.60059 -0.00450 0.71554  -0.136
2 N -0.21784 -0.46004 0.64826  -0.130
3 C 0.68432 0.38118 -0.13184  -0.346
4 N 1.70565 -0.39054 -0.83635  -0.005
5 H -1.90285 0.32818 1.71815  0.068
6 H -1.79028 0.74985 -0.04958  0.066
7 H -2.19411 -0.91231 0.62491  0.070
8 H -0.06955 -1.38831 0.29825  0.082
9 H 1.17857 1.12602 0.50012  0.109
10 H 0.10563 0.93033 -0.89449  0.098
11 H 1.56457 -0.54874 -1.82992  0.065
12 H 2.53649 0.18886 -0.76305  0.059

Forces on the atoms, in the same order (eV/Å):
C 0.342 -1.221 0.587
N 0.916 0.629 -0.042
C -0.661 0.199 -0.820
N 0.799 0.361 0.668
H 0.428 0.559 -0.231
H -0.427 -0.076 0.028
H -0.499 0.173 -0.609
H -0.442 -0.365 0.008
H -0.010 -0.113 0.008
H -0.184 0.237 0.276
H -0.484 0.181 0.297
H 0.222 -0.565 -0.170